(1)
Computed, not measured: a cluster of 2 separate species, C8H14N2 in total in a non-equilibrium geometry, with ωB97M-V with the def2-TZVPD basis set.

The lowest unoccupied orbital energy (spin up / spin down) comes out at -0.1426 / -0.4129 Ha. The multiplicity is 2. As for the energy: -11490.7196 eV. The calculation puts the energy relative to the best compared isomer or geometry (same formula, charge and spin) at 0.0 kcal per mole. As for the net charge: +1. Its orbital gap (spin up / spin down) is 0.3753 / 0.1048 Ha.

Each line ends with the Löwdin charge.
Atoms and positions in Å:
C (-24.498, -11.884, -19.537)  -0.121
C (-24.777, -11.500, -18.090)  -0.241
C (-23.705, -10.561, -17.438)  -0.160
C (-23.803, -9.175, -17.955)  -0.218
N (-23.924, -8.069, -18.359)  0.129
H (-24.149, -11.018, -20.099)  0.060
H (-25.276, -12.404, -20.096)  0.076
H (-23.635, -12.548, -19.488)  0.080
H (-24.921, -12.336, -17.405)  0.112
H (-25.743, -11.006, -18.193)  0.086
H (-22.685, -10.921, -17.575)  0.122
H (-23.838, -10.430, -16.364)  0.118
C (-26.788, -9.655, -20.739)  -0.067
C (-27.332, -9.039, -22.056)  -0.135
C (-28.751, -8.379, -21.922)  -0.070
C (-29.390, -8.703, -20.649)  -0.029
N (-29.848, -8.953, -19.583)  0.364
H (-26.819, -9.142, -19.778)  0.098
H (-25.711, -9.799, -20.816)  0.069
H (-27.267, -10.617, -20.557)  0.108
H (-27.464, -9.856, -22.765)  0.148
H (-26.621, -8.467, -22.651)  0.137
H (-29.432, -8.635, -22.733)  0.150
H (-28.668, -7.304, -21.762)  0.183



(2)
Computed, not measured: a structure of composition H12O6Pd in a non-equilibrium geometry, with ωB97M-V with the def2-TZVPD basis set.

The lowest unoccupied orbital energy (spin up / spin down) comes out at -0.2576 / -0.3393 Ha. The multiplicity is 3. As for the energy: -15942.6430 eV. The calculation puts the energy relative to the best compared isomer or geometry (same formula, charge and spin) at 4.0 kcal per mole. As for the net charge: +2. Its orbital gap (spin up / spin down) is 0.4407 / 0.3767 Ha.

Each line ends with the Löwdin charge.
Atoms and positions in Å:
Pd (-0.135, 0.061, 0.039)  1.159
O (0.846, -0.387, -1.875)  -0.055
H (0.572, 0.181, -2.595)  0.085
H (1.602, -0.863, -2.219)  0.100
O (1.810, 1.024, 0.494)  -0.045
H (2.204, 1.839, 0.183)  0.100
H (2.556, 0.478, 0.746)  0.085
O (-0.766, 0.328, 2.041)  -0.056
H (-0.137, 0.882, 2.503)  0.088
H (-1.541, 0.324, 2.602)  0.108
O (-1.155, 1.828, -0.775)  -0.043
H (-0.919, 2.705, -1.078)  0.102
H (-2.103, 1.779, -0.895)  0.089
O (0.997, -1.758, 0.956)  -0.040
H (1.894, -1.965, 1.216)  0.090
H (0.472, -2.475, 1.311)  0.086
O (-1.788, -1.077, -0.774)  -0.049
H (-2.499, -0.925, -1.396)  0.101
H (-1.910, -1.981, -0.484)  0.095



(3)
Computed, not measured: a cluster of 4 separate species, C16H20N4 in total in a non-equilibrium geometry, with ωB97M-V with the def2-TZVPD basis set.

As for the SMILES: c1cc[nH]c1.c1cc[nH]c1.c1cc[nH]c1.c1cc[nH]c1. The lowest unoccupied orbital energy comes out at 0.0308 Ha. As for the energy: -22866.6562 eV. The calculation puts the energy relative to the best compared isomer or geometry (same formula, charge and spin) at 242.8 kcal per mole. Its orbital gap is 0.3077 Ha.

Each line ends with the Löwdin charge.
Atoms and positions in Å:
C (-2.241, 4.596, 1.528)  -0.046
C (-2.817, 4.979, 0.205)  -0.042
C (-3.796, 3.868, 0.040)  -0.115
N (-3.852, 2.945, 1.094)  -0.014
C (-2.982, 3.345, 2.106)  -0.082
H (-1.561, 5.168, 1.972)  0.013
H (-2.586, 5.802, -0.613)  0.125
H (-4.416, 3.577, -0.677)  0.044
H (-4.297, 2.126, 1.006)  0.091
H (-2.673, 2.871, 2.977)  0.067
C (0.826, -0.136, 0.958)  -0.013
C (0.036, -0.620, -0.339)  -0.022
C (-1.241, 0.281, -0.445)  -0.077
N (-1.210, 1.089, 0.671)  -0.052
C (-0.122, 0.956, 1.520)  -0.094
H (1.710, -0.541, 1.396)  0.007
H (0.227, -1.394, -1.034)  0.018
H (-1.971, 0.388, -1.078)  0.023
H (-2.022, 1.714, 0.767)  0.094
H (0.003, 1.551, 2.373)  0.063
C (4.116, -0.838, 2.390)  0.008
C (4.296, 0.681, 1.875)  -0.079
C (4.732, 1.476, 2.960)  -0.120
N (5.012, 0.612, 4.086)  -0.024
C (4.512, -0.640, 3.908)  -0.086
H (3.788, -1.632, 1.860)  0.005
H (4.058, 1.039, 0.926)  0.045
H (5.271, 2.534, 3.243)  0.151
H (5.444, 0.899, 4.795)  0.027
H (4.698, -1.416, 4.637)  0.084
C (-0.635, -4.940, -3.449)  -0.087
C (-0.339, -3.576, -4.000)  -0.044
C (-1.032, -3.614, -5.342)  -0.078
N (-1.725, -4.822, -5.351)  -0.083
C (-1.572, -5.680, -4.349)  -0.123
H (-0.338, -5.216, -2.379)  0.090
H (0.179, -2.789, -3.573)  0.033
H (-1.146, -3.006, -6.118)  0.039
H (-2.375, -5.022, -6.185)  0.187
H (-1.967, -6.620, -4.349)  0.066



(4)
Computed, not measured: a structure of composition C2H5NO2S in a non-equilibrium geometry, with ωB97M-V with the def2-TZVPD basis set.

The lowest unoccupied orbital energy (spin up / spin down) comes out at -0.0142 / -0.0142 Ha. As for the energy: -18572.2367 eV. The calculation puts the energy relative to the best compared isomer or geometry (same formula, charge and spin) at 76.8 kcal per mole. Its orbital gap (spin up / spin down) is 0.3433 / 0.3433 Ha.

Each line ends with the Löwdin charge.
Atoms and positions in Å:
C (0.379, 2.352, 0.286)  -0.183
C (0.628, -1.374, 0.409)  -0.136
N (0.002, 1.504, -0.497)  0.016
O (-0.704, 0.275, 2.132)  -0.373
O (-1.934, -0.803, 0.225)  -0.353
S (-0.721, -0.184, 0.735)  0.729
H (0.859, 3.256, -0.094)  0.082
H (0.455, 2.312, 1.355)  0.062
H (0.542, -1.390, -0.654)  0.042
H (1.507, -0.822, 0.807)  0.079
H (0.490, -2.378, 0.577)  0.036



(5)
Computed, not measured: a structure of composition C35H42BrN3O2SSiZn in a non-equilibrium geometry, with ωB97M-V with the def2-TZVPD basis set.

The lowest unoccupied orbital energy (spin up / spin down) comes out at -0.0052 / -0.0051 Ha. As for the energy: -182711.0535 eV. The calculation puts the energy relative to the best compared isomer or geometry (same formula, charge and spin) at 8.0 kcal per mole. Its orbital gap (spin up / spin down) is 0.1995 / 0.1971 Ha.

Each line ends with the Löwdin charge.
Atoms and positions in Å:
Zn (7.581, -20.203, -9.597)  0.727
Br (10.012, -23.191, -3.581)  0.773
C (9.034, -22.821, -5.086)  -0.771
C (7.911, -23.552, -5.485)  -0.115
C (7.280, -23.297, -6.693)  -0.032
C (7.703, -22.257, -7.534)  -0.296
C (8.803, -21.467, -7.095)  -0.046
C (9.504, -21.785, -5.918)  -0.137
N (7.062, -21.921, -8.729)  -0.071
C (6.393, -22.881, -9.401)  -0.175
C (5.561, -22.819, -10.563)  -0.222
C (6.080, -23.544, -11.669)  -0.066
C (5.640, -23.276, -12.971)  -0.112
C (4.464, -22.489, -13.056)  -0.090
C (3.826, -21.998, -11.935)  -0.067
N (4.369, -22.096, -10.703)  0.028
H (7.614, -24.350, -4.823)  0.098
H (6.494, -23.914, -7.051)  0.088
H (9.134, -20.595, -7.683)  0.072
H (10.472, -21.311, -5.734)  0.098
H (6.574, -23.873, -9.043)  0.098
H (6.898, -24.255, -11.433)  0.122
H (6.137, -23.615, -13.881)  0.093
H (4.046, -22.206, -14.021)  0.097
H (2.860, -21.520, -11.878)  0.120
C (8.160, -18.315, -9.277)  -0.290
Si (7.855, -16.817, -8.106)  0.673
C (6.769, -17.013, -6.483)  -0.211
N (5.572, -17.700, -6.859)  -0.234
C (4.504, -16.914, -7.443)  -0.210
C (3.160, -17.575, -7.267)  -0.185
C (2.899, -18.002, -5.779)  -0.176
C (4.086, -18.810, -5.190)  -0.176
C (5.216, -18.943, -6.221)  -0.198
C (7.299, -15.352, -9.129)  -0.244
C (7.513, -15.254, -10.531)  -0.104
C (6.923, -14.237, -11.290)  -0.095
C (6.207, -13.201, -10.648)  -0.081
C (6.143, -13.158, -9.225)  -0.089
C (6.696, -14.199, -8.481)  -0.093
C (9.475, -16.343, -7.290)  -0.270
C (10.242, -15.282, -7.796)  -0.086
C (11.498, -15.065, -7.245)  -0.093
C (12.009, -15.877, -6.208)  -0.095
C (11.219, -16.901, -5.699)  -0.091
C (9.920, -17.096, -6.216)  -0.108
H (9.216, -18.517, -9.046)  -0.030
H (8.103, -18.043, -10.319)  -0.057
H (6.574, -15.984, -6.169)  0.069
H (7.342, -17.470, -5.688)  0.064
H (4.672, -16.786, -8.521)  0.113
H (4.452, -15.873, -7.026)  0.125
H (3.116, -18.403, -7.967)  0.093
H (2.317, -16.942, -7.609)  0.117
H (1.988, -18.644, -5.720)  0.104
H (2.620, -17.094, -5.177)  0.111
H (3.696, -19.791, -4.912)  0.095
H (4.445, -18.355, -4.231)  0.113
H (4.815, -19.584, -7.032)  0.106
H (6.073, -19.474, -5.820)  0.116
H (8.183, -15.982, -11.026)  0.096
H (7.065, -14.236, -12.355)  0.089
H (5.696, -12.434, -11.260)  0.102
H (5.680, -12.329, -8.675)  0.101
H (6.664, -14.139, -7.395)  0.092
H (9.905, -14.636, -8.615)  0.103
H (12.113, -14.265, -7.637)  0.094
H (12.996, -15.659, -5.778)  0.101
H (11.587, -17.496, -4.854)  0.102
H (9.341, -17.937, -5.785)  0.099
C (10.399, -21.203, -11.172)  -0.236
S (8.886, -21.493, -12.140)  0.927
C (9.014, -20.343, -13.530)  -0.246
O (7.634, -20.739, -11.578)  -0.599
H (11.217, -21.593, -11.749)  0.052
H (10.368, -21.834, -10.256)  0.068
H (10.504, -20.163, -10.891)  0.053
H (9.778, -20.636, -14.338)  0.085
H (9.258, -19.322, -13.178)  0.067
H (7.994, -20.332, -13.983)  0.068
C (3.565, -22.538, -8.364)  0.009
C (3.450, -21.785, -9.658)  -0.433
O (2.642, -20.878, -9.755)  0.062
H (2.627, -22.513, -7.871)  0.071
H (4.264, -22.014, -7.689)  0.083
H (3.881, -23.576, -8.579)  0.095



(6)
Computed, not measured: a cluster of 2 separate species, C5H13O2 in total in a non-equilibrium geometry, with ωB97M-V with the def2-TZVPD basis set.

The lowest unoccupied orbital energy comes out at 0.1450 Ha. As for the energy: -9491.0254 eV. The calculation puts the energy relative to the best compared isomer or geometry (same formula, charge and spin) at 7.0 kcal per mole. As for the net charge: -1. Its orbital gap is 0.2619 Ha.

Each line ends with the Löwdin charge.
Atoms and positions in Å:
C (1.475, -0.010, -1.308)  -0.465
O (0.406, 0.725, -1.729)  -0.339
C (1.680, -0.117, 0.252)  -0.223
C (0.407, -0.526, 0.971)  -0.246
C (-0.619, 0.627, 1.086)  -0.280
C (-1.779, 0.201, 1.948)  -0.143
H (2.428, 0.350, -1.756)  0.079
H (1.372, -1.092, -1.600)  0.090
H (2.471, -0.864, 0.287)  0.083
H (2.017, 0.863, 0.617)  0.096
H (-0.112, -1.344, 0.469)  0.111
H (0.654, -0.839, 1.983)  0.085
H (-0.133, 1.516, 1.496)  0.101
H (-0.768, 0.830, 0.015)  0.087
H (-2.437, 1.012, 2.258)  0.053
H (-2.356, -0.618, 1.523)  0.064
H (-1.401, -0.179, 2.911)  0.060
H (-1.847, -0.014, -3.081)  -0.010
H (-0.375, -0.116, -2.832)  -0.026
O (-1.081, -0.406, -3.513)  -0.176



(7)
Computed, not measured: a structure of composition C7H12N2 in a non-equilibrium geometry, with ωB97M-V with the def2-TZVPD basis set.

The lowest unoccupied orbital energy (spin up / spin down) comes out at -0.0010 / -0.0010 Ha. As for the energy: -10426.7449 eV. The calculation puts the energy relative to the best compared isomer or geometry (same formula, charge and spin) at 155.2 kcal per mole. Its orbital gap (spin up / spin down) is 0.2557 / 0.2558 Ha.

Each line ends with the Löwdin charge.
Atoms and positions in Å:
C (-0.687, -0.198, 0.054)  -0.439
C (-0.893, 0.319, 1.478)  -0.082
C (-1.416, -1.511, -0.168)  -0.070
C (-1.187, 0.841, -0.936)  -0.099
C (1.476, -0.034, -0.848)  -0.218
N (1.815, 1.257, -1.041)  0.068
C (1.147, -0.739, 0.265)  -0.111
C (2.705, -0.420, 0.695)  -0.231
N (3.676, -0.257, 1.298)  0.129
H (1.438, 1.732, -1.844)  0.089
H (2.670, 1.657, -0.668)  0.097
H (1.012, -1.806, 0.333)  0.090
H (-1.942, 0.595, 1.620)  0.085
H (-0.675, -0.444, 2.224)  0.085
H (-0.253, 1.178, 1.673)  0.089
H (-2.481, -1.377, 0.051)  0.097
H (-1.087, -2.294, 0.515)  0.081
H (-1.284, -1.854, -1.191)  0.092
H (-0.715, 1.813, -0.806)  0.074
H (-2.246, 1.039, -0.742)  0.089
H (-1.072, 0.503, -1.964)  0.084



(8)
Computed, not measured: a cluster of 3 separate species, HN5OS in total in a non-equilibrium geometry, with ωB97M-V with the def2-TZVPD basis set.

The lowest unoccupied orbital energy comes out at 0.1834 Ha. As for the energy: -20342.5402 eV. The calculation puts the energy relative to the best compared isomer or geometry (same formula, charge and spin) at 48.9 kcal per mole. As for the net charge: -2. Its orbital gap is 0.1248 Ha.

Each line ends with the Löwdin charge.
Atoms and positions in Å:
N (-1.704, 2.537, 1.391)  0.196
N (1.259, 1.227, 1.510)  -0.368
N (2.252, 1.738, 1.245)  0.037
N (-1.614, 2.522, 0.276)  -0.314
N (0.105, 1.081, 1.758)  -0.619
O (-1.617, 2.444, -0.902)  0.037
S (-0.805, -0.244, 2.290)  0.029
H (2.125, -11.305, -7.568)  -1.000